Computed, not measured: 2 unconnected molecules or ions with the total composition C6H14N2O2, with ωB97M-V with the def2-TZVPD basis set.

Results
relative energy (zero: lowest compared OMol25 entry of this formula, charge and spin)	33.84	kcal/mol
total charge	0
frontier orbital gap	10.09	eV
electronic energy	-13524.1568	eV
E_LUMO	0.593	eV
structure (SMILES)	CNC(C)=O.CNC(C)=O
E_HOMO	-9.49	eV

Element x y z (Å)
C1 -0.292 2.620 0.538
N1 -1.628 2.112 0.222
C2 -1.847 0.744 0.437
C3 -3.128 0.208 -0.166
O1 -1.230 0.163 1.303
H1 0.340 1.791 0.840
H2 0.108 3.304 -0.226
H3 -0.414 3.366 1.382
H4 -2.175 2.593 -0.473
H5 -3.786 1.086 -0.035
H6 -3.248 -0.173 -1.165
H7 -3.423 -0.540 0.556
C4 2.168 -1.555 1.477
N2 1.680 -0.799 0.350
C5 1.626 -1.200 -0.952
C6 0.695 -0.415 -1.843
O2 2.208 -2.155 -1.424
H8 2.172 -2.615 1.148
H9 3.070 -1.241 1.976
H10 1.446 -1.576 2.338
H11 0.798 -0.367 0.631
H12 0.055 -1.096 -2.414
H13 -0.115 0.212 -1.424
H14 1.191 0.283 -2.547

Cartesian forces, eV/Å:
-1.0135 2.2371 1.1951
0.8776 -1.5087 -0.5081
-0.7664 1.8638 0.0555
-0.4640 0.9290 1.2661
0.7359 -0.6632 -0.3581
0.1866 0.2930 -0.1625
0.0061 -0.9326 -0.3041
0.3828 -1.1091 -0.3252
0.1024 -0.1904 -0.0928
-0.2741 -0.5745 -0.2843
0.6779 0.0195 -0.4219
-0.3713 -0.3318 -0.0806
-1.0886 -2.2267 0.5745
-1.3355 1.3079 0.9691
-0.2985 -0.6187 -0.1403
-1.5202 1.1774 -0.8792
0.5196 0.0399 0.2756
0.7532 0.4278 0.3757
0.7286 0.1953 -0.6364
0.0974 0.4224 -1.0496
0.4178 0.3709 -0.3863
0.7378 -0.3074 -0.2318
0.7647 -0.0658 0.7923
0.1437 -0.7551 0.3573